Computed, not measured: a molecular structure, C24H44AsN6Si2V, with ωB97M-V/def2-TZVPD.

Output
Total charge: +1
Relative energy (zero: lowest compared OMol25 entry of this formula, charge and spin): 1.372 eV
Maximum force: 0.01514 Eh/bohr
LUMO energy (spin up / spin down): -2.086 / -2.222 eV
Expectation value of S²: 3.767
Frontier orbital gap (spin up / spin down): 6.24 / 6.51 eV
DFT total energy: -5028.14840 hartree
HOMO energy (spin up / spin down): -0.306 / -0.321 hartree
Multiplicity: 4

```
78
C24H44AsN6Si2V ωB97M-V/def2-TZVPD
V 0.38179 0.14708 -0.48349
N 0.42616 -1.88810 0.48775
C 1.19742 -1.61469 1.70923
C 0.44954 -0.65060 2.62356
N -0.19794 0.46991 1.91767
C -1.49312 0.81341 2.56847
C -2.55106 -0.27020 2.75280
N -3.05329 -0.77924 1.49492
C 0.62720 1.69941 1.98732
C 0.22048 2.74540 0.95490
N 0.69038 2.33426 -0.37159
H -0.51175 -2.21947 0.70919
H 0.87783 -2.61687 -0.05700
H 2.15741 -1.19961 1.39579
H 1.41529 -2.52926 2.27582
H 1.12200 -0.28518 3.40972
H -0.32418 -1.21749 3.12827
H -1.94100 1.62017 1.98942
H -1.28130 1.23689 3.56281
H -3.31872 0.18587 3.39894
H -2.18172 -1.12169 3.32267
H -3.59877 -0.07556 1.00817
H -3.66940 -1.56780 1.65327
H 1.67371 1.42052 1.82145
H 0.58216 2.13500 2.99815
H 0.61250 3.72635 1.24873
H -0.86451 2.83289 0.89420
H 1.69061 2.50443 -0.45331
H 0.25509 2.88452 -1.10574
C 4.83835 -1.02157 -0.95067
C 3.68264 -0.41195 -0.42734
N 2.53830 -0.34312 -1.07501
C 2.49149 -0.86565 -2.34453
C 3.58201 -1.51283 -2.94810
C 4.77668 -1.58410 -2.19456
C 3.45819 -2.02326 -4.26634
C 2.28415 -1.85098 -4.95119
C 1.19360 -1.16792 -4.39184
C -0.08428 -0.94856 -5.03963
C -1.05771 -0.23081 -4.46509
C -0.87687 0.44586 -3.14470
N 0.32466 0.02260 -2.48273
C 1.28609 -0.65838 -3.09147
H 5.74294 -1.03457 -0.36245
H 3.71550 0.02916 0.56557
H 5.64374 -2.06794 -2.62332
H 4.29742 -2.53109 -4.71686
H 2.18895 -2.23920 -5.95827
H -0.24959 -1.37762 -6.02092
H -1.98268 -0.07639 -5.00454
H -0.89794 1.54052 -3.28865
C -3.67146 3.14630 -0.74515
Si -3.93319 1.72423 -1.95036
C -5.61285 0.94958 -1.62060
C -3.78579 2.34079 -3.71857
As -2.18995 0.16392 -1.58400
Si -3.04253 -1.94983 -2.25084
C -4.24433 -2.55809 -0.93880
C -3.92352 -1.81365 -3.91792
C -1.58255 -3.12614 -2.35534
H -4.48746 3.86543 -0.80968
H -2.74678 3.68376 -0.96159
H -3.62074 2.80121 0.28779
H -6.39430 1.67009 -1.86526
H -5.74705 0.68354 -0.57305
H -5.79497 0.05870 -2.21685
H -4.60111 3.03846 -3.92351
H -3.84938 1.54509 -4.45495
H -2.85273 2.87671 -3.88722
H -4.94350 -1.79291 -0.61272
H -3.71325 -2.93879 -0.07046
H -4.83011 -3.38094 -1.35258
H -4.15122 -0.79439 -4.21295
H -4.86923 -2.35717 -3.88097
H -3.31862 -2.25458 -4.70765
H -0.74308 -2.81073 -1.73266
H -1.21147 -3.18601 -3.37539
H -1.88756 -4.12338 -2.03871
```